[1]
The following is a DFT calculation (the ωB97M-V functional and the def2-TZVPD basis) of a molecular structure, C34H54BaN6O6P2S.

Structure (ORCA input):
```
! RIJCOSX wB97M-V def2-TZVPD def2/J DEFGRID3
* xyz 2 1
Ba -0.46093 0.75103 -0.08791
N -3.57075 1.78413 0.09824
C -4.63451 0.76441 0.05428
C -4.68343 0.03611 -1.28362
C -3.50568 -0.88489 -1.58035
N -2.27018 -0.14974 -1.93001
H -3.63734 2.28084 0.98121
H -3.76672 2.46579 -0.62798
H -5.61934 1.20990 0.22812
H -4.45685 0.04199 0.85386
H -4.79270 0.76578 -2.09383
H -5.58462 -0.57908 -1.28458
H -3.80194 -1.55622 -2.39206
H -3.29560 -1.49924 -0.69968
H -2.45545 0.42717 -2.74670
H -1.58814 -0.84371 -2.22465
C 0.61020 -0.70886 -3.84532
C 1.90953 -1.24456 -3.27524
C 2.41412 -2.44831 -4.04399
O 1.68534 -1.64504 -1.87662
P 2.26558 -0.74995 -0.70927
O 1.62300 0.57327 -0.59133
C 2.07750 -1.83544 0.72455
P 0.34131 -2.31485 0.93199
O -0.57401 -1.15332 0.84989
O 0.22414 -3.18798 2.23030
C 0.65199 -2.95252 3.60658
C 0.58612 -1.48792 3.99921
C 2.02744 -3.56007 3.81630
O -0.01300 -3.32942 -0.19783
C 0.42432 -4.73249 -0.19080
C 0.96321 -5.05837 -1.56675
C -0.75833 -5.59381 0.20326
O 3.80059 -0.53919 -0.96813
C 4.75920 -1.63229 -1.12917
C 5.58421 -1.75611 0.13899
C 5.61877 -1.31654 -2.33706
H 0.76184 -0.43764 -4.88974
H 0.27956 0.17564 -3.29609
H -0.16107 -1.48001 -3.80393
H 2.65952 -0.44946 -3.28422
H 1.63567 -3.20779 -4.11446
H 3.29024 -2.88679 -3.56609
H 2.69650 -2.14753 -5.05236
H 2.43583 -1.28488 1.59574
H 2.68007 -2.73480 0.59062
H -0.07573 -3.50934 4.19578
H 1.35339 -0.90010 3.48736
H 0.75943 -1.39612 5.07014
H -0.39432 -1.07578 3.76909
H 2.79743 -2.98891 3.29251
H 2.04884 -4.59071 3.46178
H 2.27096 -3.56182 4.87766
H 1.21991 -4.84282 0.55219
H 0.18002 -4.94269 -2.31686
H 1.31376 -6.08943 -1.58422
H 1.79682 -4.40404 -1.81884
H -1.56852 -5.46518 -0.51478
H -1.11231 -5.31582 1.19503
H -0.46622 -6.64293 0.22076
H 4.19914 -2.55763 -1.30909
H 6.10871 -0.81988 0.32997
H 6.31990 -2.55056 0.02480
H 4.96257 -1.98627 1.00568
H 6.13533 -0.36870 -2.18664
H 5.01712 -1.24466 -3.24284
H 6.35976 -2.10286 -2.47214
C -3.75295 0.03345 5.18751
C -2.98267 1.11207 5.61100
C -2.05594 1.68200 4.76106
C -1.89603 1.17606 3.46395
C -2.69080 0.10970 3.03696
C -3.60672 -0.46394 3.89974
N -0.98299 1.70986 2.53376
N -0.22268 2.58601 2.98866
C 0.60562 3.29601 2.11406
C 1.60934 4.06017 2.70302
C 2.34421 4.91867 1.90248
C 2.04733 4.98437 0.55058
C 1.05472 4.15491 0.04451
N 0.34722 3.32185 0.80018
H -4.47160 -0.41335 5.86148
H -3.11526 1.51263 6.60699
H -1.44820 2.51760 5.07593
H -2.56319 -0.25956 2.02866
H -4.21167 -1.30010 3.57364
H 1.78278 3.97706 3.76662
H 3.11621 5.54383 2.32984
H 2.56873 5.67155 -0.10077
H 0.80624 4.16278 -1.01136
S -0.68103 4.32307 -4.98302
C -0.36364 2.96278 -3.96731
N -0.86449 2.98884 -2.77735
C -1.55394 4.17411 -2.57305
C -2.17549 4.56263 -1.38335
C -2.82095 5.77982 -1.33984
C -2.85095 6.62363 -2.45645
C -2.22341 6.26934 -3.63300
C -1.57334 5.03963 -3.67996
H 0.22767 2.14395 -4.35393
H -2.10216 3.90877 -0.52371
H -3.30746 6.09730 -0.42663
H -3.36454 7.57313 -2.39090
H -2.22922 6.92839 -4.49068
*
```

Results
energy relative to the best compared isomer or geometry (same formula, charge and spin) = 6.5 kJ/mol
LUMO energy = -5.50 eV
HOMO = -0.477 Eh

Atom charges from the Mulliken analysis, given in e for atoms 1 to 6: atom 1 (Ba): 3.0076, atom 2 (N): -0.2366, atom 3 (C): -0.6510, atom 4 (C): -0.9923, atom 5 (C): -0.6751, atom 6 (N): -0.0837

=====

[2]
The following is a DFT calculation (the ωB97M-V functional and the def2-TZVPD basis) of a molecular structure, C31H27NO8Re.

Structure (ORCA input):
```
! RIJCOSX wB97M-V def2-TZVPD def2/J DEFGRID3
* xyz 2 2
Re 0.07561 -1.03250 -0.47830
O -0.79875 2.89721 -1.57173
C -0.66643 1.73743 -1.01593
O -0.01130 0.80225 -1.50884
C -1.31093 1.50880 0.28417
C -1.95186 2.40880 1.10672
C -2.41140 1.94406 2.34107
C -2.22409 0.61397 2.69823
C -1.57182 -0.22431 1.80997
N -1.12489 0.22883 0.63979
C -1.26363 -1.69229 2.00489
O -1.62021 -2.33190 2.93691
O -0.56084 -2.17726 0.94661
H -0.29722 2.96267 -2.40289
H -2.07920 3.43707 0.79676
H -2.90910 2.62266 3.02057
H -2.56592 0.20971 3.64232
O 1.66276 -0.74896 0.92637
C 3.04150 -0.80618 0.36578
C 2.85754 -1.13329 -1.13196
O 3.65130 -1.08356 -1.99840
O 1.54336 -1.57107 -1.42532
C 3.75030 -2.00078 1.00426
C 3.06423 -3.19492 1.22789
C 3.72528 -4.28513 1.77337
C 5.07619 -4.19377 2.07452
C 5.76426 -3.01316 1.83059
C 5.10601 -1.91539 1.29933
C 3.68041 0.53168 0.66839
C 4.21246 1.38246 -0.29219
C 4.77942 2.59118 0.09716
C 4.81597 2.95622 1.43185
C 4.28369 2.10705 2.39598
C 3.72269 0.90297 2.01429
H 1.58526 -1.47556 1.57394
H 2.01683 -3.31396 0.96507
H 3.18735 -5.20658 1.94908
H 5.59459 -5.04574 2.49292
H 6.81809 -2.94138 2.06241
H 5.64582 -0.99703 1.11181
H 4.22094 1.11273 -1.33736
H 5.20549 3.24153 -0.65486
H 5.26637 3.89476 1.72563
H 4.32402 2.37578 3.44294
H 3.33299 0.23378 2.77318
C -5.82577 2.61703 -0.85585
C -4.87657 1.55380 -1.32230
C -4.55951 0.46863 -0.50834
C -3.67480 -0.51755 -0.91420
C -3.52861 -1.75085 -0.05812
C -3.09424 -0.39937 -2.19666
C -2.06599 -1.29021 -2.67184
O -1.10109 -1.70084 -1.99366
C -3.48486 0.63281 -3.08622
C -2.96964 0.70203 -4.50163
C -4.33870 1.61004 -2.61026
H -6.01104 2.55259 0.21459
H -6.78508 2.51413 -1.36740
H -5.44604 3.61082 -1.09499
H -5.05583 0.36606 0.45127
H -3.47782 -1.49934 1.00023
H -2.68467 -2.38324 -0.31640
H -4.42905 -2.35724 -0.17663
H -2.07696 -1.63352 -3.70902
H -1.88175 0.77882 -4.55426
H -3.38951 1.56477 -5.01308
H -3.26414 -0.18461 -5.06704
H -4.62146 2.42636 -3.26523
*
```

Results
LUMO energy (alpha / beta) = -7.64 / -8.08 eV
expectation value of S² = 0.76
HOMO (alpha / beta) = -0.521 / -0.522 Eh

Atom charges from the Mulliken analysis, given in e for atoms 1 to 6: atom 1 (Re): 2.3237, atom 2 (O): -0.4319, atom 3 (C): 0.3179, atom 4 (O): -0.7821, atom 5 (C): 0.3228, atom 6 (C): -0.4752

=====

[3]
The following is a DFT calculation (the ωB97M-V functional and the def2-TZVPD basis) of 2 unconnected molecules or ions with the total composition C9H16NO.

Structure (ORCA input):
```
! RIJCOSX wB97M-V def2-TZVPD def2/J DEFGRID3
* xyz 1 1
C -2.99836 2.08823 1.33008
C -1.74567 -1.31503 0.28792
C -2.47783 -0.29246 0.90567
C -0.68545 -0.98473 -0.51443
C -2.26364 1.03281 0.54070
C -0.56198 0.33038 -1.05119
C -1.34038 1.32758 -0.45923
O 0.20374 -1.93127 -0.96740
H -2.06045 -2.34362 0.42754
H -3.30376 -0.49106 1.57087
H -0.14470 -2.76975 -0.67157
H 0.04226 0.47883 -1.93203
H -2.33651 2.88104 1.65883
H -3.69117 1.67708 2.05837
H -1.13240 2.33365 -0.80502
H -3.74675 2.60734 0.67911
C 2.72212 0.16201 0.09297
C 4.02770 0.71389 0.67263
N 2.94812 -1.01004 -0.81645
H 2.08285 -0.05783 0.94774
H 2.08641 0.90464 -0.40013
H 4.54595 1.44150 0.08031
H 4.71719 -0.10745 0.93049
H 2.54587 -1.17344 -1.74790
H 3.94446 -0.95595 -1.04640
H 2.65834 -1.87771 -0.35692
H 3.89650 1.17480 1.65413
*
```

Results
energy relative to the best compared isomer or geometry (same formula, charge and spin) = 77.9 kJ/mol
LUMO energy = -3.32 eV
HOMO = -0.421 Eh

Atom charges from the Mulliken analysis, given in e for atoms 1 to 6: atom 1 (C): -1.3440, atom 2 (C): -0.5968, atom 3 (C): -0.6819, atom 4 (C): 0.5832, atom 5 (C): 0.7321, atom 6 (C): -0.6361

=====

[4]
The following is a DFT calculation (the ωB97M-V functional and the def2-TZVPD basis) of a molecular structure, C34H73BrNO12PSi2.

Structure (ORCA input):
```
! RIJCOSX wB97M-V def2-TZVPD def2/J DEFGRID3
* xyz 0 1
C 5.81750 -3.71608 -0.05911
O 6.50446 -2.56139 -0.51176
C 6.08545 -1.32426 0.03976
C 5.98726 -0.27570 -1.07171
C 4.70577 0.55509 -1.03657
C 4.50520 1.40582 0.23531
C 3.15820 1.19038 0.88653
C 1.96921 1.40025 -0.06088
C 0.95699 2.46326 0.40562
C -0.41228 1.90648 0.79772
C -1.47818 1.99048 -0.29706
C -2.87075 2.38703 0.20657
Si -4.04090 1.01700 0.64860
Br -3.12757 -0.98758 0.35368
O -5.39012 1.17479 -0.30140
Si -6.83155 0.47598 -0.03089
O -7.93244 1.43513 -0.76954
O -7.12090 0.55112 1.64738
N -8.45776 0.23698 1.97181
O -8.58350 0.05518 3.11108
P -6.91135 -1.60426 -0.80290
C -7.98820 -2.51716 0.36941
C -8.03657 -1.38434 -2.22683
H 5.06855 -4.00802 -0.79042
H 6.52835 -4.51821 0.03282
H 5.33810 -3.55277 0.90006
H 5.13534 -1.42557 0.55628
H 6.83444 -1.00914 0.75533
H 5.99828 -0.84875 -1.99373
H 6.86368 0.36278 -1.06913
H 3.87402 -0.12777 -1.16567
H 4.72194 1.23395 -1.88022
H 4.63945 2.45323 -0.00202
H 5.26618 1.17039 0.97080
H 3.12913 0.17745 1.28106
H 3.06966 1.86508 1.72575
H 2.32749 1.65169 -1.05196
H 1.43766 0.45892 -0.15402
H 1.37306 2.97235 1.26532
H 0.83397 3.19446 -0.38401
H -0.77474 2.44824 1.66524
H -0.29257 0.87296 1.10590
H -1.15848 2.74706 -1.00428
H -1.52103 1.05873 -0.84790
H -2.78598 3.06134 1.05016
H -3.37373 2.95001 -0.57429
H -4.42690 1.05783 2.06786
H -8.60588 1.76533 -0.16964
H -9.00192 -2.13410 0.35680
H -7.60199 -2.47418 1.37751
H -7.99676 -3.54091 0.02388
H -8.12158 -2.32119 -2.75834
H -7.66933 -0.60176 -2.87395
H -9.01743 -1.08541 -1.88417
C -8.09896 4.83945 5.46708
C -7.07140 3.73011 5.51115
O -6.16174 3.74380 6.30408
C -7.24618 2.60924 4.51391
H -7.86835 5.58147 6.22663
H -8.09661 5.31350 4.48419
H -9.09597 4.43394 5.64660
H -7.21068 3.00406 3.49668
H -8.21045 2.12351 4.66297
H -6.45378 1.87700 4.64031
C 10.53049 1.76935 -3.54095
C 9.43593 0.97813 -2.86364
O 8.68057 1.49076 -2.07232
C 9.33239 -0.48544 -3.22238
H 10.50074 2.80128 -3.20160
H 11.50429 1.33705 -3.30564
H 10.39853 1.73976 -4.62355
H 10.26619 -0.99485 -2.97827
H 9.15585 -0.59481 -4.29373
H 8.51645 -0.94637 -2.67135
C 8.88029 -6.42765 -1.71854
C 7.86017 -7.22938 -0.94383
O 7.22439 -6.73833 -0.04276
C 7.67388 -8.67118 -1.35442
H 8.91718 -5.41218 -1.33242
H 9.86551 -6.88801 -1.62812
H 8.61177 -6.40309 -2.77585
H 8.61452 -9.21436 -1.25138
H 7.36232 -8.72594 -2.39864
H 6.91787 -9.13473 -0.72672
C -12.61769 1.31620 -3.48843
C -11.20874 0.76878 -3.46030
O -10.98930 -0.39857 -3.24226
C -10.09651 1.75717 -3.71689
H -13.32524 0.51562 -3.29060
H -12.73210 2.09647 -2.73426
H -12.82928 1.75481 -4.46478
H -10.12055 2.55190 -2.97010
H -10.22199 2.21043 -4.70174
H -9.13481 1.25577 -3.66628
C -8.74813 -5.90369 -3.16904
C -8.09251 -6.14515 -1.82958
O -7.25575 -5.39405 -1.38932
C -8.53670 -7.37201 -1.06808
H -8.34566 -4.99821 -3.61511
H -8.56292 -6.74822 -3.83460
H -9.82713 -5.79830 -3.04507
H -8.34317 -8.26954 -1.65748
H -9.60827 -7.32102 -0.86858
H -7.99581 -7.43348 -0.12774
C 3.83786 4.94016 4.07584
C 4.27848 4.96602 2.63276
O 3.88585 4.14545 1.83546
C 5.22052 6.07465 2.23592
H 3.16113 4.10491 4.23804
H 4.70941 4.83353 4.72311
H 3.33158 5.87279 4.33084
H 6.13444 6.00494 2.82082
H 4.75495 7.04490 2.42406
H 5.46024 5.98718 1.17888
C 9.57945 3.06573 1.91190
C 8.49703 2.30071 2.63460
O 7.82720 2.80992 3.50171
C 8.29720 0.86918 2.21781
H 9.63046 4.08190 2.29497
H 10.54321 2.57468 2.05576
H 9.36455 3.08715 0.84168
H 9.21110 0.29785 2.38798
H 8.04598 0.82544 1.15637
H 7.48749 0.43369 2.79841
*
```

Results
LUMO energy = -0.02 eV
HOMO = -0.293 Eh

Atom charges from the Mulliken analysis, given in e for atoms 1 to 6: atom 1 (C): -0.5857, atom 2 (O): -0.3701, atom 3 (C): -0.2045, atom 4 (C): 0.0013, atom 5 (C): -1.1247, atom 6 (C): -0.0110

=====

[5]
The following is a DFT calculation (the ωB97M-V functional and the def2-TZVPD basis) of a molecular structure, C36H32BrP2Ru.

Structure (ORCA input):
```
! RIJCOSX wB97M-V def2-TZVPD def2/J DEFGRID3
* xyz 2 6
C -3.86122 -2.65981 -1.58627
C -3.42722 -1.35809 -1.89115
C -3.47936 -0.90272 -3.22078
C -3.84607 -1.77002 -4.24516
C -4.18553 -3.09368 -3.95256
C -4.20378 -3.52596 -2.62263
P -2.68255 -0.29698 -0.60324
C -2.93912 1.41504 -1.19613
C -1.83268 2.16457 -1.60593
C -2.01938 3.43893 -2.14318
C -3.30431 3.97690 -2.23001
C -4.41371 3.22886 -1.80975
C -4.23465 1.94284 -1.29712
Ru -0.55395 -0.73131 -0.12572
P 0.75085 -2.24957 -1.03784
C 0.48433 -2.40978 -2.83875
C 0.01434 -3.58583 -3.44010
C -0.30969 -3.58344 -4.79834
C -0.28337 -2.39857 -5.53772
C 0.22711 -1.23139 -4.95436
C 0.64369 -1.25115 -3.62014
C 2.57067 -2.07422 -0.90713
C 3.10429 -1.77282 0.35611
C 4.48566 -1.65651 0.52254
C 5.33751 -1.80564 -0.57652
C 4.80811 -2.09726 -1.83894
C 3.42708 -2.23682 -2.00643
C 0.41328 -3.86823 -0.24923
C -0.33379 -3.87447 0.93524
C -0.60081 -5.08682 1.58534
C -0.12814 -6.28648 1.04098
C 0.62921 -6.27059 -0.14224
C 0.94664 -5.06039 -0.75906
C -3.80582 -0.34508 0.84221
C -5.12978 -0.81413 0.75657
C -5.89325 -0.93979 1.92045
C -5.33420 -0.62874 3.16415
C -4.05670 -0.06972 3.23687
C -3.29835 0.09242 2.07755
H 2.42564 -1.61173 1.19778
H 4.88798 -1.44983 1.51679
H 6.41750 -1.71100 -0.44774
H 5.46765 -2.23716 -2.69600
H 3.01256 -2.46165 -2.99042
H -0.09910 -4.49305 -2.84309
H -0.59786 -4.52089 -5.27847
H -0.65010 -2.37811 -6.56928
H 0.30283 -0.30481 -5.52654
H 1.05110 -0.34272 -3.16458
H -0.68917 -2.90708 1.31837
H -1.16634 -5.10341 2.52110
H -0.34182 -7.23827 1.53063
H 0.95573 -7.20283 -0.59877
H 1.60114 -5.03541 -1.63534
H -5.55616 -1.11596 -0.20215
H -6.91694 -1.30658 1.85254
H -5.89159 -0.83228 4.07627
H -3.62900 0.21807 4.20098
H -2.28246 0.49926 2.13289
H -0.83006 1.74087 -1.50331
H -1.15104 3.99601 -2.49658
H -3.44624 4.97696 -2.64203
H -5.41664 3.64687 -1.89168
H -5.09568 1.35493 -0.97655
H -3.25043 0.14565 -3.45562
H -3.83617 -1.39969 -5.27546
H -4.45951 -3.78830 -4.75116
H -4.50865 -4.54370 -2.39021
H -3.92931 -2.99667 -0.54712
H -0.75528 -0.90103 1.42248
H -0.85991 -0.41984 -1.67382
Br 0.74552 0.92894 1.06611
*
```

Results
energy relative to the best compared isomer or geometry (same formula, charge and spin) = 62.8 kJ/mol
LUMO energy (alpha / beta) = -6.20 / -10.64 eV
expectation value of S² = 8.78
HOMO (alpha / beta) = -0.498 / -0.505 Eh

Atom charges from the Mulliken analysis, given in e for atoms 1 to 6: atom 1 (C): -0.3862, atom 2 (C): 0.6013, atom 3 (C): -0.4734, atom 4 (C): -0.6710, atom 5 (C): -0.5911, atom 6 (C): -0.8603